{
  "formula": "C19H24N4O2S",
  "method": "the ωB97M-V functional and the def2-TZVPD basis",
  "e_tot_ha": -1506.09157,
  "e_lumo_ev": 0.55,
  "gap_ev": 8.553,
  "smiles": "COc1ccc(NC(=S)NC[C@@H](c2cccnc2)N2CCOCC2)cc1",
  "charge": 0,
  "elements": ["C", "O", "C", "C", "C", "C", "N", "C", "S", "N", "C", "C", "C", "C", "C", "C", "N", "C", "N", "C", "C", "O", "C", "C", "C", "C", "H", "H", "H", "H", "H", "H", "H", "H", "H", "H", "H", "H", "H", "H", "H", "H", "H", "H", "H", "H", "H", "H", "H", "H"],
  "positions_angstrom": [[3.629758, 3.929517, -1.761756], [3.762183, 3.892500, -0.360687], [3.140519, 2.895300, 0.322533], [3.320062, 2.895811, 1.708466], [2.716742, 1.942331, 2.496407], [1.912685, 0.955461, 1.924544], [1.312204, -0.005536, 2.750155], [0.064462, -0.539945, 2.653668], [-0.352144, -1.799524, 3.641522], [-0.783105, 0.020460, 1.772956], [-2.106617, -0.452399, 1.476850], [-2.313840, -0.767984, -0.033791], [-1.655292, 0.284345, -0.902671], [-1.784778, 1.641353, -0.615135], [-1.157096, 2.574701, -1.422894], [-0.418314, 2.117105, -2.502467], [-0.310040, 0.835881, -2.805997], [-0.916457, -0.048662, -2.035508], [-1.919539, -2.100631, -0.444379], [-0.606339, -2.548170, -0.007932], [-0.248162, -3.812855, -0.790455], [-1.194228, -4.832264, -0.577039], [-2.483030, -4.396711, -0.933270], [-2.888401, -3.142299, -0.155416], [1.767709, 0.933887, 0.541369], [2.365902, 1.895370, -0.254046], [2.583703, 4.046971, -2.062664], [4.198792, 4.798518, -2.087731], [4.042737, 3.030078, -2.228795], [3.940177, 3.662718, 2.143993], [2.862953, 1.954310, 3.566171], [1.831773, -0.303796, 3.563827], [-0.475645, 0.851874, 1.287992], [-2.273214, -1.355380, 2.068443], [-2.840813, 0.297259, 1.792583], [-3.394884, -0.703626, -0.219401], [-2.381485, 1.972661, 0.223343], [-1.243986, 3.630665, -1.218316], [0.098071, 2.801867, -3.163015], [-0.818982, -1.080846, -2.338387], [0.134355, -1.774337, -0.213027], [-0.587475, -2.788599, 1.066282], [0.711742, -4.210687, -0.457709], [-0.193894, -3.574159, -1.864561], [-3.159038, -5.223917, -0.711026], [-2.517557, -4.173048, -2.011023], [-3.878736, -2.819407, -0.483556], [-2.927167, -3.386376, 0.919332], [1.209286, 0.143370, 0.063343], [2.224442, 1.836843, -1.321125]],
  "forces_ev_per_a": [[-0.01, 0.00, -0.20], [0.04, 0.00, 0.31], [-0.07, -0.13, 0.15], [0.07, 0.05, -0.25], [-0.14, -0.06, -0.12], [0.08, 0.35, -0.43], [0.11, -0.08, 0.16], [-0.15, 0.14, 0.15], [-0.09, -0.54, 0.51], [0.51, 0.24, -0.08], [-0.44, -0.14, -0.24], [-0.05, 0.00, 0.22], [-0.04, 0.16, -0.10], [0.07, -0.08, -0.22], [-0.05, -0.05, 0.03], [-0.08, 0.28, 0.07], [0.37, 0.04, -0.47], [-0.19, -0.25, 0.31], [-0.14, 0.02, -0.05], [0.15, -0.38, -0.19], [0.25, 0.33, 0.09], [0.01, -0.15, 0.11], [-0.38, 0.13, 0.09], [0.08, -0.27, -0.19], [0.08, -0.12, 0.29], [0.18, 0.32, -0.17], [0.02, -0.02, 0.01], [-0.06, -0.07, -0.03], [-0.03, 0.02, 0.01], [0.08, 0.10, 0.07], [-0.01, 0.03, 0.13], [-0.18, -0.12, -0.16], [0.04, -0.09, 0.05], [-0.06, 0.15, -0.05], [0.03, -0.09, 0.04], [0.11, -0.03, 0.07], [-0.04, 0.03, 0.13], [0.02, 0.10, 0.00], [0.01, 0.14, 0.00], [-0.04, -0.12, 0.09], [0.06, -0.01, 0.03], [0.04, 0.11, -0.05], [-0.02, 0.07, -0.05], [0.03, -0.01, 0.07], [-0.01, 0.06, -0.05], [-0.04, -0.02, 0.09], [-0.01, -0.02, 0.02], [-0.05, 0.02, -0.02], [-0.06, -0.05, -0.02], [0.01, 0.02, -0.11]],
  "lowdin_charge": [-0.08, -0.08, -0.28, 0.00, -0.01, -0.25, 0.04, -0.87, 0.64, 0.01, -0.15, -0.24, -0.16, -0.04, -0.05, -0.17, 0.07, -0.09, -0.14, -0.16, -0.18, -0.12, -0.19, -0.15, -0.02, -0.01, 0.09, 0.09, 0.10, 0.12, 0.12, 0.12, 0.11, 0.07, 0.12, 0.15, 0.12, 0.10, 0.10, 0.11, 0.11, 0.09, 0.13, 0.12, 0.13, 0.13, 0.13, 0.13, 0.10, 0.10]
}

***

{
  "formula": "C19H24N4O4",
  "method": "the ωB97M-V functional and the def2-TZVPD basis",
  "e_tot_ha": -1258.40816,
  "e_lumo_ev": -0.51,
  "gap_ev": 7.342,
  "smiles": "COc1ccc(C=C2C(=O)N(C)C(=O)N(C)C2=O)cc1.CC1=NCCCN1",
  "charge": 0,
  "elements": ["C", "O", "C", "C", "C", "C", "C", "C", "C", "O", "N", "C", "C", "O", "N", "C", "C", "O", "C", "C", "H", "H", "H", "H", "H", "H", "H", "H", "H", "H", "H", "H", "H", "H", "C", "C", "N", "C", "C", "C", "N", "H", "H", "H", "H", "H", "H", "H", "H", "H", "H"],
  "positions_angstrom": [[-5.805803, 1.699792, 0.443562], [-5.532139, 0.514633, 1.225014], [-4.266412, 0.018200, 1.235531], [-3.961489, -0.943342, 2.234015], [-2.647822, -1.259620, 2.492772], [-1.578011, -0.669975, 1.767697], [-0.215366, -0.957815, 2.125158], [0.871335, -0.184744, 1.823983], [2.157880, -0.847261, 1.605784], [2.321509, -2.069741, 1.676003], [3.259971, -0.036848, 1.300143], [4.503326, -0.704719, 0.999792], [3.232849, 1.362178, 1.224279], [4.218996, 2.038349, 0.940241], [1.999243, 1.961440, 1.499550], [2.012998, 3.401781, 1.511734], [0.835403, 1.281962, 1.914960], [-0.120174, 1.925841, 2.351306], [-1.921754, 0.150282, 0.657481], [-3.234686, 0.473076, 0.371426], [-6.833836, 1.949625, 0.705239], [-5.131654, 2.525873, 0.713363], [-5.727347, 1.480696, -0.629705], [-4.779232, -1.363730, 2.814553], [-2.392566, -1.955615, 3.295497], [-0.018234, -1.897962, 2.671607], [5.248431, 0.066886, 0.833971], [4.778087, -1.350191, 1.837489], [4.371333, -1.321264, 0.105560], [0.985442, 3.739310, 1.601639], [2.601879, 3.758816, 2.362593], [2.477684, 3.758996, 0.592634], [-1.121635, 0.510548, 0.009235], [-3.465762, 1.126812, -0.473094], [1.763441, -1.863657, 5.355626], [1.212420, -3.122450, 4.720499], [0.301027, -3.094671, 3.804168], [0.011070, -4.331144, 3.092543], [0.047838, -5.538889, 3.998675], [1.395068, -5.587735, 4.684610], [1.735135, -4.274141, 5.194604], [2.423683, -2.111981, 6.193917], [2.330621, -1.281314, 4.619090], [0.943184, -1.235928, 5.718216], [-0.982405, -4.192425, 2.652757], [0.745029, -4.475863, 2.274136], [-0.754675, -5.456583, 4.738301], [-0.099515, -6.443681, 3.405609], [1.409194, -6.291475, 5.518956], [2.146737, -5.902557, 3.947184], [2.474133, -4.195864, 5.880995]],
  "forces_ev_per_a": [[0.15, -0.62, 0.22], [0.26, 0.04, -0.41], [0.73, 0.25, 0.17], [-0.43, 0.65, -0.52], [0.72, -0.06, -0.20], [-1.06, 0.64, -0.08], [-0.05, -0.04, -0.76], [0.24, 0.59, 0.14], [0.43, -1.09, 0.70], [-0.13, 1.25, -0.25], [-0.57, 0.67, 0.06], [0.27, -0.30, -0.08], [0.10, 0.19, -0.16], [-1.15, -0.89, 0.36], [0.36, -0.89, 0.04], [0.07, 0.54, 0.13], [-0.86, 0.76, -0.26], [1.07, -0.66, -0.53], [0.40, -0.50, 0.54], [-0.66, 0.03, 0.47], [0.15, 0.07, -0.15], [-0.12, -0.30, -0.03], [-0.05, 0.11, 0.23], [0.17, 0.14, -0.04], [-0.13, 0.21, -0.18], [0.00, 0.19, -0.63], [0.05, -0.14, -0.02], [0.05, 0.06, -0.18], [0.16, 0.03, 0.15], [0.07, 0.06, -0.01], [-0.11, 0.10, -0.14], [-0.09, 0.04, 0.12], [-0.22, -0.02, 0.20], [0.10, -0.23, 0.34], [-0.31, 0.00, -0.07], [-0.87, -0.04, -0.65], [0.99, -0.11, 1.07], [0.02, 0.30, -0.08], [-0.33, -0.16, 0.11], [0.36, -0.11, -0.18], [0.82, -0.15, 0.61], [-0.14, 0.13, -0.13], [-0.13, -0.21, 0.09], [0.15, -0.11, -0.07], [0.15, -0.26, -0.15], [-0.33, 0.25, 0.21], [0.05, -0.10, -0.04], [-0.06, -0.06, 0.18], [-0.03, -0.05, -0.10], [-0.03, -0.05, 0.18], [-0.23, -0.14, -0.27]],
  "lowdin_charge": [-0.06, -0.09, -0.25, 0.00, -0.01, -0.19, 0.07, -0.05, -0.37, 0.06, 0.01, -0.02, -0.40, 0.07, 0.01, -0.02, -0.35, 0.07, -0.01, -0.01, 0.09, 0.10, 0.09, 0.12, 0.12, 0.06, 0.08, 0.10, 0.10, 0.09, 0.10, 0.10, 0.13, 0.11, 0.01, -0.40, 0.01, -0.22, -0.18, -0.19, 0.05, 0.07, 0.08, 0.09, 0.11, 0.13, 0.12, 0.11, 0.12, 0.12, 0.13]
}